<1>
Below is a cluster of 2 separate species, C10H14N2O3 in total, with properties calculated with ωB97M-V/def2-TZVPD.

Structure (XYZ):
```
29
Properties=species:S:1:pos:R:3
C 3.66601 0.42757 -0.63703
C 3.38035 -0.80529 -0.07555
C 2.85153 1.56908 -0.37084
C 2.22019 -0.99259 0.65825
C 1.77305 1.40274 0.41976
C 1.40055 0.15399 0.91292
C -3.65178 -0.06859 -0.81540
C 0.18043 0.06303 1.55917
C -2.52037 0.24313 0.20235
C -1.23872 -0.42663 -0.13931
N -0.55834 0.08371 -1.36492
N -1.05953 -1.85196 -0.00507
O -1.80582 -2.51620 0.71673
O -0.00580 -2.21202 -0.57273
O -2.34085 1.60156 0.35042
H 4.73934 0.58952 -0.89543
H 3.86438 -1.70805 -0.30276
H 3.18877 2.53984 -0.72227
H 2.03724 -1.95926 1.06434
H 0.97674 2.03561 0.79378
H -4.17754 0.87000 -1.05882
H -4.30078 -0.80374 -0.32863
H -3.42951 -0.50606 -1.71181
H -0.15795 -0.80822 2.23743
H -0.31797 0.93711 2.00145
H -2.93304 -0.04198 1.16937
H -0.09858 0.89746 -1.05938
H -0.01017 -0.64280 -1.76087
H -1.67182 1.92902 -0.26513
```

Results
Frontier orbital gap (alpha / beta): 7.4 / 7.4 eV
Molar mass: 210.23 g mol⁻¹
Highest occupied orbital energy (alpha / beta): -8.272 / -8.271 eV
Lowest unoccupied orbital energy (alpha / beta): -0.92 / -0.92 eV

***

<2>
Below is a structure of composition C10H14N2O3, with properties calculated with ωB97M-V/def2-TZVPD.

Structure (XYZ):
```
29
Properties=species:S:1:pos:R:3
C 1.80911 -1.91277 -1.76558
C -0.90123 -2.85410 -1.50825
C 0.98338 -1.24454 -0.95971
C 1.24857 -2.92930 -2.65577
C -0.07826 -3.42736 -2.45571
C -0.25029 -1.87232 -0.73403
C 1.55108 -0.20980 0.00649
C -0.80302 -0.06659 1.11578
C 0.39090 0.72055 0.49070
C 0.31306 3.02225 1.37863
N -2.44838 -0.56790 -0.59086
N 0.94822 1.76011 1.33448
O 1.84683 -3.52799 -3.51678
O -0.41112 -4.42124 -3.29797
O -1.46456 -1.05069 0.26802
H 2.90430 -1.66519 -1.83122
H -1.88445 -3.29039 -1.33747
H 2.11431 -0.63136 0.79499
H 2.32094 0.56448 -0.45678
H -0.63619 -0.55833 2.07034
H -1.62780 0.71266 1.14420
H 0.02581 1.18053 -0.41849
H 0.41674 3.52946 0.43233
H -0.71366 2.92240 1.70073
H 0.89313 3.58767 2.16306
H -3.08259 -1.39319 -0.90118
H -2.05686 -0.07762 -1.35262
H 1.47294 1.44820 2.16421
H 0.41281 -4.71934 -3.70433
```

Results
Frontier orbital gap: 7.1 eV
Molar mass: 210.23 g mol⁻¹
Highest occupied orbital energy: -6.671 eV
Lowest unoccupied orbital energy: 0.38 eV

***

Stability, highest: <1>

***

<1>
Below is a structure of composition C40H29BrF9N5O4PSTi, with properties calculated with ωB97M-V/def2-TZVPD.

Structure (XYZ):
```
91
Properties=species:S:1:pos:R:3
Ti -0.42141 0.26418 -1.89543
Br -2.94616 1.58167 0.56675
C -1.92271 2.70108 -0.57262
C -2.25608 4.03278 -0.54421
C -1.51531 4.95065 -1.30703
C -0.48402 4.44074 -2.07126
C -0.25085 3.07400 -2.09812
N -0.95692 2.15387 -1.34674
C 0.71126 2.45952 -3.04149
O 1.36857 3.10773 -3.83666
O 0.71334 1.16154 -2.95056
H -3.08697 4.36051 0.06216
H -1.74210 6.00455 -1.28150
H 0.14980 5.05884 -2.68828
N -1.29718 -0.13005 -4.03455
C -2.73565 -0.09699 -4.34436
C -3.48310 0.52822 -3.15995
C -3.19897 -0.42088 -1.98412
O -3.94504 -1.32517 -1.68802
O -2.05500 -0.20465 -1.42256
H -0.80684 0.62130 -4.52362
H -0.87340 -1.00892 -4.33435
H -3.10550 -1.11965 -4.47972
H -2.93477 0.46836 -5.26643
H -4.55120 0.58979 -3.36068
H -3.07467 1.52334 -2.95102
N -1.16686 -2.59339 -1.34112
C -0.59838 -3.51848 -2.16858
C -1.10927 -4.78980 -2.34536
C -0.41851 -5.73300 -3.10812
C 0.78464 -5.42640 -3.68849
C 1.29448 -4.11624 -3.60742
C 2.50565 -3.71502 -4.20974
C 2.86379 -2.39526 -4.17382
C 1.99856 -1.47132 -3.56597
N 0.89452 -1.80811 -2.93272
C 0.56142 -3.12445 -2.90152
H -0.54606 -1.94444 -0.86867
H -2.02375 -2.83275 -0.86552
H -2.03419 -5.05927 -1.85785
H -0.82641 -6.72812 -3.19919
H 1.34808 -6.17291 -4.22577
H 3.12063 -4.45269 -4.70483
H 3.77993 -2.04764 -4.62449
H 2.22229 -0.41289 -3.60991
F -2.15041 -1.35684 7.74693
C -2.89708 -0.57190 6.94802
F -4.09174 -1.16736 6.85170
F -3.10079 0.56489 7.63745
C -2.23905 -0.33119 5.62004
C -2.83628 -0.77273 4.44997
C -2.21448 -0.52830 3.24082
C -0.99987 0.14172 3.19486
C -0.40332 0.57185 4.37566
C -1.02328 0.34351 5.58671
P -0.20129 0.31034 1.54044
C 1.21824 -0.77601 1.97916
C 2.48341 -0.36587 2.37153
C 3.51018 -1.28967 2.47732
C 3.26630 -2.62454 2.19502
C 1.98733 -3.05716 1.86438
C 0.97084 -2.13231 1.76828
C 4.39563 -3.61066 2.12948
F 4.04566 -4.83763 2.55135
F 5.46561 -3.25453 2.85030
F 4.83490 -3.77877 0.86599
C 0.43462 2.02729 1.66936
C 1.50338 2.46816 0.88856
C 1.80253 3.81402 0.79256
C 1.01580 4.74858 1.45172
C -0.05049 4.33158 2.23443
C -0.32665 2.98321 2.34796
C 1.27342 6.21682 1.27474
F 0.94941 6.94026 2.35767
F 0.54120 6.72335 0.25882
F 2.54909 6.51060 0.99790
H -3.77806 -1.29488 4.48471
H -2.68089 -0.85098 2.32149
H 0.54463 1.08882 4.34561
H -0.57360 0.68195 6.50740
H 2.68491 0.67656 2.56697
H 4.50740 -0.97606 2.74269
H 1.81475 -4.10307 1.66173
H -0.02739 -2.45377 1.49842
H 2.10587 1.76530 0.33527
H 2.62485 4.14715 0.18044
H -0.67622 5.05590 2.73371
H -1.16273 2.68007 2.96083
S 3.74655 -0.55676 -0.81198
C 2.19321 -0.34254 -0.79719
N 1.01419 -0.19258 -0.69578
```

Results
Frontier orbital gap (alpha / beta): 6.2 / 6.8 eV
Molar mass: 1005.50 g mol⁻¹
Highest occupied orbital energy (alpha / beta): -7.168 / -7.932 eV
⟨S²⟩: 0.7605
Multiplicity: 2
Lowest unoccupied orbital energy (alpha / beta): -0.96 / -1.10 eV

***

<2>
Below is a structure of composition C40H29BrF9N5O4PSTi, with properties calculated with ωB97M-V/def2-TZVPD.

Structure (XYZ):
```
91
Properties=species:S:1:pos:R:3
Ti -1.06632 -0.91725 1.06544
Br -2.36281 -2.42049 4.17321
C -2.43856 -3.26263 2.47694
C -3.22498 -4.36811 2.28981
C -3.14256 -5.05050 1.06586
C -2.18175 -4.64514 0.15307
C -1.42593 -3.51773 0.42538
N -1.60756 -2.75237 1.55447
C -0.31903 -2.98408 -0.41549
O 0.08778 -3.53012 -1.42589
O 0.15710 -1.87020 0.07519
H -3.87922 -4.70167 3.07777
H -3.78607 -5.89188 0.87271
H -1.99641 -5.17671 -0.76652
N 0.63795 -0.96714 2.55443
C 0.67304 -0.16978 3.78892
C -0.15558 1.10432 3.60873
C -1.63348 0.74238 3.40875
O -2.51483 1.12460 4.13715
O -1.83500 -0.02696 2.37900
H 0.89771 -1.93634 2.74607
H 1.32818 -0.59098 1.89577
H 1.70530 0.11958 4.03737
H 0.26761 -0.75442 4.62323
H 0.18412 1.63093 2.71028
H -0.06896 1.75454 4.47945
N -4.34598 -1.14942 1.88631
C -4.96497 -1.01244 0.66878
C -6.34640 -0.96009 0.60056
C -7.02687 -0.85885 -0.60881
C -6.33291 -0.83804 -1.78781
C -4.92881 -0.92221 -1.77714
C -4.19804 -0.93327 -2.98104
C -2.83744 -1.03069 -2.92795
C -2.20927 -1.09003 -1.67857
N -2.84261 -1.07428 -0.51745
C -4.20735 -1.00256 -0.54436
H -4.96150 -1.01120 2.67735
H -3.46230 -0.65361 1.99270
H -6.90382 -0.98554 1.52465
H -8.10220 -0.78645 -0.60731
H -6.84083 -0.77703 -2.73813
H -4.72478 -0.86618 -3.92201
H -2.23488 -1.04402 -3.82080
H -1.12767 -1.12937 -1.67259
F 8.27148 0.38550 -0.17003
C 7.59750 -0.52821 -0.89603
F 8.04967 -0.41156 -2.15686
F 7.99463 -1.72711 -0.45102
C 6.11221 -0.32704 -0.80098
C 5.59120 0.90321 -1.19102
C 4.23876 1.13673 -1.05865
C 3.40800 0.15577 -0.52676
C 3.93017 -1.08456 -0.19032
C 5.28518 -1.33399 -0.32502
P 1.62120 0.49323 -0.18136
C 1.22464 0.82123 -1.93812
C 1.08935 -0.34743 -2.69019
C 0.80421 -0.28626 -4.03963
C 0.64176 0.95801 -4.63911
C 0.78747 2.12440 -3.90143
C 1.08061 2.05822 -2.55071
C 0.34197 1.04448 -6.10741
F -0.34074 -0.01892 -6.56127
F -0.38434 2.12464 -6.42880
F 1.46518 1.11096 -6.85033
C 1.90909 2.06698 0.71886
C 2.90070 1.99094 1.70296
C 3.03452 2.96689 2.66663
C 2.15078 4.03901 2.67108
C 1.17244 4.14574 1.69096
C 1.04941 3.16255 0.72449
C 2.23894 5.08346 3.74728
F 1.02754 5.46736 4.18135
F 2.86791 6.19926 3.33312
F 2.91099 4.65441 4.82747
H 6.24552 1.66732 -1.58366
H 3.81916 2.08940 -1.34591
H 3.26833 -1.85459 0.18475
H 5.69932 -2.29213 -0.05044
H 1.20825 -1.30996 -2.20538
H 0.70395 -1.19435 -4.61755
H 0.66257 3.07956 -4.38591
H 1.19476 2.97209 -1.98888
H 3.57385 1.14414 1.71631
H 3.79990 2.88742 3.42354
H 0.48989 4.98162 1.70933
H 0.25252 3.23403 0.00171
S -2.22083 2.41681 -1.72048
C -1.53608 1.49679 -0.64485
N -0.93466 0.83734 0.14083
```

Results
Frontier orbital gap (alpha / beta): 6.4 / 6.9 eV
Molar mass: 1005.50 g mol⁻¹
Highest occupied orbital energy (alpha / beta): -7.468 / -8.117 eV
⟨S²⟩: 0.7601
Multiplicity: 2
Lowest unoccupied orbital energy (alpha / beta): -1.05 / -1.20 eV

***

Stability, highest: <2>

***

<1>
Below is a cluster of 2 separate species, C3H4 in total, with properties calculated with ωB97M-V/def2-TZVPD.

Structure (XYZ):
```
7
Properties=species:S:1:pos:R:3
C -0.73456 -0.70109 -0.01483
C -0.56980 0.61204 0.02060
C 0.66117 -0.11371 -0.15937
H -1.22665 -1.53443 0.32449
H -0.87701 1.67214 -0.07134
H 1.66717 0.17850 1.05573
H 1.07967 -0.11346 -1.15529
```

Results
Frontier orbital gap: 10.3 eV
Molar mass: 40.07 g mol⁻¹
Highest occupied orbital energy: -9.026 eV
Lowest unoccupied orbital energy: 1.24 eV

***

<2>
Below is an isolated molecule of C3H4, with properties calculated with ωB97M-V/def2-TZVPD.

Structure (XYZ):
```
7
Properties=species:S:1:pos:R:3
C -1.35315 -0.00046 -0.02370
C 0.01705 -0.05959 -0.06652
C 1.32608 -0.02214 -0.03882
H -1.79537 0.91711 0.33637
H -1.98391 -0.86284 -0.32201
H 1.81424 -0.36742 0.85035
H 1.97506 0.39534 -0.73568
```

Results
Frontier orbital gap: 10.8 eV
Molar mass: 40.07 g mol⁻¹
Highest occupied orbital energy: -9.660 eV
Structure (SMILES): C=C=C
Lowest unoccupied orbital energy: 1.13 eV

***

<3>
Below is a structure of composition C3H4, with properties calculated with ωB97M-V/def2-TZVPD.

Structure (XYZ):
```
7
Properties=species:S:1:pos:R:3
C -0.51741 0.62901 -0.62309
C 0.49360 -0.17538 -0.79863
C -0.14620 -0.22730 0.53178
H -1.17896 1.38084 -0.97328
H 1.27206 -0.55841 -1.41318
H 0.52968 0.38549 1.60763
H -0.73525 -1.04873 0.89769
```

Results
Frontier orbital gap: 10.5 eV
Molar mass: 40.07 g mol⁻¹
Highest occupied orbital energy: -9.141 eV
Lowest unoccupied orbital energy: 1.33 eV

***

Stability, highest: <2>

***

<1>
Below is a cluster of 2 separate species, CH4N2O3 in total, with properties calculated with ωB97M-V/def2-TZVPD.

Structure (XYZ):
```
10
Properties=species:S:1:pos:R:3
O 4.66039 0.31094 0.05688
N 3.48792 0.06288 -0.08640
O 3.04195 -0.77367 -0.78198
O 2.61067 0.70588 0.73542
H 1.64226 0.39374 0.78046
C -0.21284 -0.40639 -0.51009
N 0.08604 0.16539 0.53427
H -0.98124 -1.17257 -0.41371
H 0.13545 -0.14825 -1.50660
H -0.33943 -0.44876 1.24682
```

Results
Frontier orbital gap: 11.3 eV
Molar mass: 92.05 g mol⁻¹
Highest occupied orbital energy: -10.859 eV
Structure (SMILES): O=[N+]([O-])O.C=N
Lowest unoccupied orbital energy: 0.48 eV

***

<2>
Below is a cluster of 2 separate species, CH4N2O3 in total, with properties calculated with ωB97M-V/def2-TZVPD.

Structure (XYZ):
```
10
Properties=species:S:1:pos:R:3
N -0.75362 0.44407 -0.22182
C 0.49640 0.89098 -0.50238
O 1.25135 1.19431 0.37509
H -0.96256 0.60120 0.81897
H -1.42244 0.47495 -0.94806
H 0.87441 0.95258 -1.62459
O 4.19817 -0.20969 -0.35859
N 3.30800 -0.01080 0.43008
O 2.41105 -1.03189 0.26950
H 1.65223 -0.74875 0.79904
```

Results
Frontier orbital gap: 10.7 eV
Molar mass: 92.05 g mol⁻¹
Highest occupied orbital energy: -9.971 eV
Structure (SMILES): NC=O.O=NO
Lowest unoccupied orbital energy: 0.72 eV

***

<3>
Below is a cluster of 2 separate species, CH4N2O3 in total, with properties calculated with ωB97M-V/def2-TZVPD.

Structure (XYZ):
```
10
Properties=species:S:1:pos:R:3
N 0.39953 0.83207 -0.39041
C 0.67638 -0.49060 -0.36466
O 0.37087 -1.28651 -1.18481
O 1.32418 -0.72894 0.85504
H 0.31296 1.31372 0.45848
H -0.16251 1.09913 -1.15652
H 1.31563 -1.67515 1.20985
N -2.73965 -0.30602 1.08061
O -3.05924 0.64014 0.37314
H -1.68636 -0.55520 0.89675
```

Results
Frontier orbital gap: 9.3 eV
Molar mass: 92.05 g mol⁻¹
Highest occupied orbital energy: -9.926 eV
Structure (SMILES): NC(=O)O.N=O
Lowest unoccupied orbital energy: -0.64 eV

***

Stability, highest: <3>

***

<1>
Below is the ion C3H8N3S with charge +1, with properties calculated with ωB97M-V/def2-TZVPD.

Structure (XYZ):
```
15
Properties=species:S:1:pos:R:3
C 2.09127 0.98012 0.19079
C 0.67052 0.64775 0.06570
N 0.28484 -0.47267 0.43063
N -1.06684 -0.66071 0.44444
C -1.43030 -1.88270 -0.26261
S -1.92524 1.03675 -0.05883
N -0.12059 1.51779 -0.52156
H 2.29365 1.29929 1.16467
H 2.36435 1.68649 -0.62412
H 2.77130 0.10962 -0.05846
H -1.44552 -0.55983 1.41078
H -1.34670 -2.75961 0.40885
H -2.37163 -1.75065 -0.81154
H -0.78639 -1.75576 -1.14194
H 0.01730 2.56412 -0.63678
```

Results
Net charge: +1
Frontier orbital gap: 8.5 eV
Molar mass: 118.18 g mol⁻¹
Highest occupied orbital energy: -14.063 eV
Structure (SMILES): CC1=N[N@H+](C)SN1
Lowest unoccupied orbital energy: -5.60 eV

***

<2>
Below is the ion C3H8N3S with charge +1, with properties calculated with ωB97M-V/def2-TZVPD.

Structure (XYZ):
```
15
Properties=species:S:1:pos:R:3
C 1.94020 -1.77706 0.90116
N 0.89569 -1.47528 0.26150
N 0.50523 -0.11990 -0.08332
C -0.09473 -0.43592 -1.78193
C 0.59906 0.78250 0.99859
N -0.03111 2.21018 0.56105
S 0.90702 0.73676 2.54585
H 2.75099 -1.20177 1.27705
H 1.92207 -2.80331 1.20227
H 0.85605 -0.56610 -2.29597
H -0.84232 0.35167 -2.12980
H -0.52004 -1.46166 -1.60515
H 0.50056 2.97496 1.07416
H -1.02029 2.13317 0.85030
H -0.04450 2.48821 -0.42522
```

Results
Net charge: +1
Frontier orbital gap: 8.9 eV
Molar mass: 118.18 g mol⁻¹
Highest occupied orbital energy: -12.890 eV
Structure (SMILES): C=NN(C)C([NH3+])=S
Lowest unoccupied orbital energy: -3.96 eV

***

Stability, highest: <1>

***

<1>
Below is a structure of composition C10H11NO, with properties calculated with ωB97M-V/def2-TZVPD.

Structure (XYZ):
```
23
Properties=species:S:1:pos:R:3
C 2.07812 -0.03958 0.42237
C 1.55209 1.16938 -0.36049
C 0.34084 1.65280 0.20061
C -0.76146 0.69406 0.19000
C -2.23966 1.00572 -0.07407
C -3.05808 0.01106 -0.23824
C -2.87200 -1.31195 0.08155
C -1.60152 -1.71521 0.03218
C -0.56036 -0.65292 0.09305
C 0.96389 -1.06744 0.12153
H 3.49819 -0.06430 -1.00705
H 3.38166 -1.86225 -0.18320
H 2.27240 0.04563 1.54060
H 1.17673 0.46169 -1.37293
H 2.38522 2.04316 -0.73882
H -0.17853 2.48609 -0.16138
H 0.60450 2.09982 1.12892
H -2.72987 2.11367 -0.12816
H -4.04946 0.52129 -0.25625
H -3.77466 -1.97592 0.27258
H -1.27995 -2.94981 0.65971
N 3.46813 -0.42450 0.05761
O 1.38379 -2.24048 -0.28012
```

Results
Frontier orbital gap: 9.7 eV
Molar mass: 161.20 g mol⁻¹
Highest occupied orbital energy: -9.646 eV
Lowest unoccupied orbital energy: 0.06 eV

***

<2>
Below is a structure of composition C10H11NO, with properties calculated with ωB97M-V/def2-TZVPD.

Structure (XYZ):
```
23
Properties=species:S:1:pos:R:3
C 1.06735 -2.12518 -1.51034
C 0.01865 -1.92814 -2.36264
C 1.17908 -1.29998 -0.35681
C -0.97992 -0.94183 -2.15309
C 0.21284 -0.25345 -0.11275
C -0.84694 -0.11718 -1.00637
C 0.15280 0.67217 1.08111
C -1.29334 1.70167 0.40368
C -0.30455 0.09534 2.32320
C 1.33381 1.68693 1.08716
N -1.64980 0.95318 -0.65478
O -1.86073 2.77407 0.64553
H 1.69845 -3.00038 -1.70638
H -0.04003 -2.53714 -3.15164
H 1.94097 -1.45374 0.30639
H -1.71722 -0.83716 -2.86801
H -0.64548 0.78073 3.12030
H 0.41185 -0.67676 2.89449
H -1.10385 -0.66509 2.20782
H 0.92037 2.52713 0.53630
H 2.13626 1.25750 0.39195
H 1.59388 1.80871 2.14374
H -2.22445 1.57863 -1.25886
```

Results
Frontier orbital gap: 9.5 eV
Molar mass: 161.20 g mol⁻¹
Highest occupied orbital energy: -8.666 eV
Lowest unoccupied orbital energy: 0.80 eV

***

Stability, highest: <2>